(1)
Density functional theory data (wB97M-V/def2-TZVPD) for C40H38BN10P2S3Sc as an isolated structure.

Atoms and positions in Å:
Sc -0.33 0.99 -0.62
C 0.48 -0.11 -4.76
C 0.93 0.41 -3.56
N -0.09 0.78 -2.79
N -1.23 0.50 -3.49
C -0.90 -0.05 -4.66
B -2.65 0.78 -2.90
N -2.64 2.20 -2.24
C -3.46 3.23 -2.47
C -3.11 4.28 -1.65
C -2.02 3.81 -0.92
N -1.75 2.55 -1.27
N -2.94 -0.24 -1.77
C -3.87 -1.20 -1.63
C -3.71 -1.78 -0.38
C -2.64 -1.11 0.19
N -2.17 -0.18 -0.65
N -3.66 0.80 -4.02
C -3.55 1.50 -5.18
C -4.76 1.45 -5.81
C -5.58 0.70 -4.94
N -4.92 0.32 -3.87
H 1.06 -0.49 -5.59
H 1.94 0.54 -3.20
H -1.67 -0.38 -5.35
H -4.25 3.15 -3.20
H -3.56 5.25 -1.60
H -1.41 4.29 -0.17
H -4.58 -1.38 -2.41
H -4.29 -2.58 0.04
H -2.18 -1.24 1.16
H -2.63 1.98 -5.46
H -5.02 1.90 -6.76
H -6.61 0.42 -5.06
S 1.40 -1.02 -0.66
P 1.26 -0.96 1.34
C 0.48 0.58 1.57
P 1.17 2.15 1.83
S 1.42 2.86 -0.05
C -0.05 3.11 2.74
C -1.41 2.85 2.57
C -2.35 3.65 3.20
C -1.94 4.71 4.00
C -0.59 4.97 4.17
C 0.36 4.17 3.55
C 2.69 2.22 2.80
C 2.72 1.56 4.03
C 3.87 1.59 4.79
C 4.99 2.29 4.34
C 4.95 2.95 3.13
C 3.80 2.91 2.35
C 2.85 -1.18 2.14
C 3.00 -1.97 3.27
C 4.24 -2.07 3.89
C 5.33 -1.38 3.37
C 5.18 -0.59 2.24
C 3.95 -0.50 1.61
C 0.13 -2.20 1.98
C -0.25 -3.28 1.18
C -1.17 -4.20 1.66
C -1.72 -4.04 2.93
C -1.36 -2.95 3.72
C -0.44 -2.03 3.25
H -1.74 2.02 1.97
H -3.40 3.44 3.07
H -2.68 5.34 4.49
H -0.26 5.79 4.80
H 1.41 4.38 3.69
H 1.85 1.01 4.38
H 3.91 1.07 5.74
H 5.88 2.31 4.95
H 5.82 3.50 2.78
H 3.77 3.42 1.39
H 2.16 -2.52 3.67
H 4.36 -2.69 4.77
H 6.30 -1.45 3.86
H 6.03 -0.06 1.83
H 3.84 0.11 0.72
H 0.13 -3.37 0.17
H -1.46 -5.03 1.04
H -2.44 -4.76 3.29
H -1.80 -2.83 4.70
H -0.17 -1.17 3.86
S -1.19 -3.01 -2.63
C 0.11 -3.82 -3.27
N 0.06 -4.90 -4.09
C 1.37 -5.28 -4.59
C 2.30 -4.57 -3.59
N 1.42 -3.53 -3.07
H -0.82 -5.15 -4.51
H 1.53 -4.91 -5.61
H 1.51 -6.35 -4.58
H 3.18 -4.15 -4.07
H 2.62 -5.25 -2.80
H 1.66 -2.93 -2.29

Properties
- ΔE to the lowest compared entry with this formula, charge and spin: 0.0 kJ/mol
- E: -4757.597065 a.u.
- ⟨S²⟩: 0.756
- Charge: +1
- 2S+1: 2
- Molar mass: 872.73 g/mol
- HOMO-LUMO gap (alpha / beta): 8.108 / 5.807 eV


(2)
Density functional theory data (wB97M-V/def2-TZVPD) for C40H38Cl5Ge2HgN7O2PS2 as an isolated structure in a non-equilibrium geometry.

Atoms and positions in Å:
Hg -0.78 -1.02 1.91
C 4.73 1.64 1.24
N 3.64 0.75 1.58
C 3.89 -0.56 1.89
C 2.73 -1.21 1.88
N 1.69 -0.28 1.66
C 2.30 0.88 1.51
P 1.58 2.52 1.28
C 0.19 2.43 2.37
N -0.27 1.44 3.11
C -1.29 1.93 3.85
C -1.50 3.23 3.62
N -0.57 3.58 2.64
C -0.59 4.85 1.93
C 0.71 2.46 -0.32
N -0.59 2.22 -0.48
C -0.88 2.48 -1.76
C 0.26 2.85 -2.48
N 1.24 2.80 -1.55
C 2.60 3.24 -1.74
H 4.34 2.63 1.11
H 5.49 1.64 1.98
H 5.13 1.27 0.32
H 4.88 -0.95 2.03
H 2.57 -2.27 1.95
H -1.88 1.22 4.43
H -2.32 3.95 3.88
H -1.43 4.84 1.21
H -0.78 5.67 2.69
H 0.32 5.00 1.38
H -1.91 2.30 -2.11
H 0.50 2.95 -3.52
H 3.25 2.41 -2.10
H 2.48 4.04 -2.50
H 2.96 3.72 -0.81
Cl -1.75 -2.51 4.92
C -0.89 -3.53 3.83
C -0.44 -3.05 2.63
C 0.29 -3.93 1.86
Cl 0.80 -3.47 0.27
C 0.77 -5.13 2.39
Cl 2.03 -6.05 1.62
C 0.27 -5.61 3.61
Cl 0.66 -7.20 4.16
C -0.64 -4.84 4.28
Cl -1.30 -5.49 5.74
O 3.49 -1.51 -6.30
S 4.19 -2.19 -5.28
O 4.36 -3.60 -5.43
N 3.52 -1.82 -3.79
C 4.26 -0.90 -3.16
S 3.85 -0.12 -1.74
C 5.61 -0.68 -3.86
C 6.72 0.07 -3.41
C 7.90 -0.06 -4.15
C 8.01 -0.87 -5.30
C 6.92 -1.59 -5.73
C 5.72 -1.42 -5.00
H 6.63 0.66 -2.53
H 8.78 0.42 -3.77
H 9.00 -0.89 -5.79
H 6.94 -2.23 -6.59
C -3.42 -3.21 -0.17
Ge -4.28 -1.82 0.96
C -4.90 -2.45 2.66
C -5.98 -1.39 0.00
Ge -2.67 -0.02 0.73
C -3.59 1.55 1.45
C -4.52 1.29 2.44
C -5.27 2.31 3.00
C -5.04 3.65 2.61
C -4.10 3.92 1.61
C -3.46 2.85 0.96
C -2.35 -0.15 -1.15
C -1.22 -0.81 -1.64
C -1.08 -1.22 -2.91
C -2.04 -0.93 -3.84
C -3.21 -0.21 -3.45
C -3.38 0.12 -2.10
H -4.10 -4.10 -0.27
H -2.41 -3.64 0.14
H -3.34 -2.77 -1.16
H -5.20 -3.53 2.64
H -5.85 -1.95 2.88
H -4.23 -2.27 3.51
H -6.72 -1.13 0.80
H -6.26 -2.29 -0.55
H -5.92 -0.52 -0.67
H -4.67 0.32 2.92
H -5.95 2.09 3.78
H -5.71 4.41 3.08
H -4.01 4.89 1.22
H -2.84 3.03 0.09
H -0.48 -1.16 -0.94
H -0.12 -1.65 -3.27
H -1.85 -1.06 -4.88
H -3.89 0.13 -4.20
H -4.30 0.60 -1.83

Properties
- ΔE to the lowest compared entry with this formula, charge and spin: 152.1 kJ/mol
- E: -9826.823602 a.u.
- Charge: -1
- Molar mass: 1266.97 g/mol
- HOMO-LUMO gap: 7.492 eV


(3)
Density functional theory data (wB97M-V/def2-TZVPD) for C40H38F3N4O4SSc as an isolated structure.

Atoms and positions in Å:
Sc 0.74 -1.17 0.82
C 2.28 -1.35 5.12
C 2.22 -0.98 3.67
N 1.33 -0.24 3.10
N 0.29 0.22 3.86
C -0.20 1.47 3.62
N -1.38 1.71 4.25
S 0.62 2.60 2.74
C 3.29 -1.44 2.76
C 4.53 -1.89 3.22
C 5.49 -2.24 2.29
C 5.20 -2.15 0.94
C 3.94 -1.70 0.57
N 3.02 -1.36 1.46
H 1.31 -1.30 5.61
H 2.95 -0.67 5.65
H 2.66 -2.36 5.22
H -0.13 -0.39 4.54
H -2.03 0.95 4.38
H -1.79 2.61 4.07
H 4.73 -1.95 4.28
H 6.46 -2.59 2.62
H 5.92 -2.41 0.19
H 3.64 -1.62 -0.47
C -2.13 3.82 0.17
C -2.12 2.92 -1.05
C -2.90 3.50 -2.22
O -2.66 1.66 -0.67
C -1.71 0.63 -0.97
C -0.40 1.44 -0.90
O -0.80 2.67 -1.49
C 0.89 0.89 -1.53
O 1.18 -0.27 -0.79
C 0.80 0.50 -3.01
C 1.73 -0.43 -3.48
C 1.70 -0.87 -4.79
C 0.75 -0.37 -5.67
C -0.16 0.57 -5.22
C -0.13 1.01 -3.90
C 1.99 1.93 -1.33
C 2.15 2.97 -2.24
C 3.12 3.94 -2.04
C 3.94 3.90 -0.92
C 3.78 2.87 -0.01
C 2.81 1.89 -0.21
C -1.91 -0.56 0.03
O -1.02 -0.46 1.13
C -1.69 -1.94 -0.63
C -2.08 -3.06 0.10
C -1.92 -4.34 -0.41
C -1.35 -4.52 -1.66
C -0.94 -3.42 -2.39
C -1.11 -2.13 -1.88
C -3.35 -0.50 0.54
C -3.63 0.07 1.78
C -4.93 0.18 2.23
C -5.98 -0.28 1.44
C -5.71 -0.83 0.20
C -4.40 -0.94 -0.24
H -3.14 3.87 0.58
H -1.81 4.83 -0.10
H -1.46 3.43 0.93
H -3.91 3.75 -1.91
H -2.96 2.76 -3.02
H -2.41 4.40 -2.59
H -1.89 0.27 -1.99
H -0.17 1.60 0.16
H 2.46 -0.83 -2.79
H 2.43 -1.60 -5.13
H 0.72 -0.72 -6.69
H -0.91 0.97 -5.90
H -0.83 1.76 -3.57
H 1.52 3.02 -3.12
H 3.23 4.74 -2.76
H 4.69 4.66 -0.77
H 4.40 2.83 0.88
H 2.69 1.11 0.53
H -2.53 -2.93 1.08
H -2.23 -5.19 0.18
H -1.21 -5.51 -2.06
H -0.48 -3.54 -3.36
H -0.77 -1.30 -2.48
H -2.80 0.44 2.36
H -5.14 0.62 3.20
H -7.00 -0.20 1.80
H -6.52 -1.19 -0.42
H -4.20 -1.39 -1.21
F 0.42 -4.88 1.48
C 1.31 -3.94 1.65
F 0.43 -2.85 2.31
F 1.18 -3.20 0.22

Properties
- E: -3525.682544 a.u.
- Charge: 0
- Molar mass: 772.78 g/mol
- HOMO-LUMO gap: 7.697 eV


(4)
Density functional theory data (wB97M-V/def2-TZVPD) for C40H38F6IrN6O4S3 as an isolated structure.

Atoms and positions in Å:
Ir 0.48 0.84 -0.52
S 0.98 -0.73 -2.15
C 0.21 -2.25 -1.73
N 0.81 -3.33 -1.23
C 0.00 -4.53 -1.00
C -1.15 -4.58 -1.98
N -1.90 -3.32 -1.97
C -3.36 -3.30 -2.10
C -4.09 -3.22 -0.78
C -3.80 -4.08 0.28
C -4.49 -3.98 1.47
C -5.50 -3.03 1.62
C -5.81 -2.20 0.56
C -5.11 -2.29 -0.63
C -1.16 -2.21 -2.04
S -1.70 -0.67 -2.56
C 2.25 -3.41 -0.90
C 3.00 -4.25 -1.90
C 3.17 -3.80 -3.21
C 3.84 -4.58 -4.14
C 4.35 -5.82 -3.77
C 4.17 -6.28 -2.47
C 3.50 -5.49 -1.54
H -0.37 -4.52 0.03
H 0.64 -5.40 -1.14
H -1.82 -5.40 -1.72
H -0.76 -4.76 -2.98
H -3.65 -4.19 -2.66
H -3.63 -2.43 -2.71
H -3.02 -4.83 0.18
H -4.25 -4.65 2.29
H -6.04 -2.96 2.56
H -6.61 -1.47 0.66
H -5.35 -1.62 -1.46
H 2.34 -3.84 0.10
H 2.64 -2.39 -0.86
H 2.79 -2.82 -3.50
H 3.98 -4.22 -5.15
H 4.88 -6.43 -4.49
H 4.56 -7.25 -2.18
H 3.37 -5.85 -0.52
N 3.19 7.59 3.46
C 3.28 6.31 2.96
C 4.45 5.89 2.31
C 4.55 4.60 1.82
C 3.48 3.73 1.96
C 2.30 4.14 2.57
C 2.20 5.43 3.06
S 3.67 2.05 1.51
O 3.32 1.23 2.63
O 4.93 1.86 0.87
N 2.45 1.84 0.38
C 2.61 2.41 -0.82
N 1.61 2.01 -1.67
C 1.67 2.33 -2.98
C 2.67 3.12 -3.44
C 3.58 3.61 -2.47
N 3.56 3.29 -1.20
H 4.01 8.17 3.52
H 2.42 7.84 4.05
H 5.28 6.58 2.21
H 5.45 4.26 1.33
H 1.48 3.44 2.68
H 1.29 5.76 3.55
H 0.87 1.95 -3.61
H 2.74 3.39 -4.48
H 4.36 4.31 -2.77
C -0.89 5.10 0.08
C -1.24 3.64 0.15
O -0.31 2.84 0.01
C -2.64 3.23 0.37
C -3.06 1.94 0.03
C -4.37 1.57 0.22
C -5.28 2.47 0.77
C -4.87 3.75 1.11
C -3.56 4.14 0.90
H 0.12 5.21 -0.28
H -0.94 5.53 1.09
H -1.59 5.64 -0.55
H -2.35 1.24 -0.39
H -4.69 0.56 -0.04
H -6.31 2.17 0.94
H -5.58 4.45 1.54
H -3.25 5.14 1.16
C -0.52 -2.39 1.89
C -0.61 -0.88 1.86
O -0.59 -0.42 0.54
C 0.56 -0.30 2.67
F 0.52 1.04 2.69
F 0.59 -0.74 3.92
F 1.71 -0.68 2.07
C -1.97 -0.47 2.47
F -2.16 -1.04 3.66
F -2.95 -0.89 1.65
F -2.11 0.85 2.62
H 0.47 -2.69 1.55
H -1.28 -2.80 1.23
H -0.67 -2.78 2.90

Properties
- ΔE to the lowest compared entry with this formula, charge and spin: 12.8 kJ/mol
- E: -4074.417511 a.u.
- ⟨S²⟩: 6.024
- Charge: +1
- 2S+1: 5
- Molar mass: 1069.19 g/mol
- HOMO-LUMO gap (alpha / beta): 7.135 / 5.019 eV


(5)
Density functional theory data (wB97M-V/def2-TZVPD) for C40H38GeN5O2Pd as an isolated structure in a non-equilibrium geometry.

Atoms and positions in Å:
Pd 0.00 -0.25 0.78
O -2.41 0.99 7.49
C -2.77 -0.04 6.93
O -3.47 -0.99 7.25
C -2.18 -0.17 5.45
C -1.42 0.82 4.88
C -0.96 0.65 3.57
N -1.10 -0.49 2.89
C -1.79 -1.48 3.48
C -2.40 -1.33 4.73
C -1.96 -2.79 2.83
C -2.04 -3.92 3.66
C -2.33 -5.15 3.10
C -2.53 -5.22 1.73
C -2.38 -4.06 1.00
N -2.07 -2.88 1.51
C -0.19 1.76 2.97
C -0.58 3.08 3.20
C 0.22 4.11 2.74
C 1.40 3.78 2.09
C 1.69 2.45 1.88
N 0.92 1.45 2.29
H -1.18 1.71 5.44
H -3.05 -2.08 5.15
H -1.88 -3.83 4.72
H -2.41 -6.03 3.72
H -2.79 -6.15 1.25
H -2.53 -4.08 -0.07
H -1.51 3.29 3.72
H -0.07 5.14 2.89
H 2.05 4.55 1.72
H 2.61 2.16 1.38
C 1.43 -3.24 -2.92
C 1.64 -2.03 -1.98
N 0.73 -2.12 -0.86
C -0.66 -2.10 -1.29
C -0.91 -3.26 -2.28
N 0.33 -4.07 -2.35
C 0.71 -4.55 -1.00
C 1.01 -3.32 -0.11
H 2.33 -3.86 -3.00
H 1.13 -2.93 -3.92
H 1.48 -1.09 -2.50
H 2.67 -2.00 -1.61
H -0.86 -1.14 -1.76
H -1.29 -2.16 -0.39
H -1.14 -2.89 -3.29
H -1.73 -3.90 -1.96
H 0.17 -4.87 -2.96
H 1.58 -5.21 -1.09
H -0.12 -5.13 -0.59
H 2.06 -3.30 0.21
H 0.39 -3.32 0.79
C 4.78 0.42 -1.62
C 4.10 0.03 -0.48
C 2.75 0.31 -0.36
C 2.05 1.01 -1.35
C 2.76 1.41 -2.47
C 4.10 1.11 -2.62
Ge 0.09 1.36 -0.99
C -0.63 1.44 -2.89
C -0.64 0.41 -3.82
C -1.18 0.57 -5.08
C -1.69 1.79 -5.48
C -1.65 2.85 -4.58
C -1.15 2.66 -3.31
C 0.14 3.34 -0.68
C -0.96 4.02 -0.15
C -0.95 5.39 0.00
C 0.16 6.13 -0.38
C 1.26 5.47 -0.90
C 1.24 4.09 -1.05
H 5.83 0.19 -1.73
H 4.62 -0.48 0.32
H 2.20 -0.02 0.54
H 2.25 1.97 -3.25
H 4.63 1.42 -3.50
H -0.21 -0.55 -3.58
H -1.22 -0.27 -5.77
H -2.10 1.92 -6.47
H -2.02 3.82 -4.87
H -1.17 3.48 -2.61
H -1.84 3.45 0.14
H -1.81 5.89 0.41
H 0.17 7.20 -0.26
H 2.14 6.03 -1.20
H 2.11 3.60 -1.45

Properties
- ΔE to the lowest compared entry with this formula, charge and spin: 71.3 kJ/mol
- E: -4176.010825 a.u.
- ⟨S²⟩: 0.754
- Charge: 0
- 2S+1: 2
- Molar mass: 799.81 g/mol
- HOMO-LUMO gap (alpha / beta): 5.716 / 5.888 eV


Q: The lowest charge belongs to which entry?
A: C40H38Cl5Ge2HgN7O2PS2


Q: Number 1 is which compound?
A: C40H38BN10P2S3Sc